Below is a cluster of 7 separate species, C49H63I2N2O18 in total at a distorted geometry, with properties calculated with ωB97M-V/def2-TZVPD.

Calculated values
HOMO-LUMO gap (eV): 7.7
Charge: +1
M (g/mol): 1221.85

Each line ends with the Löwdin charge.
Positions of all 134 atoms, in Å:
C: 3.706 5.325 4.389  -0.2626
C: 3.082 3.816 4.240  -0.7516
I: 4.843 2.501 3.838  0.7725
C: 2.063 3.609 2.967  -0.7015
I: 2.492 5.043 1.309  0.8283
C: 0.487 3.465 3.325  -0.2715
C: -0.214 4.629 4.210  -0.1929
C: -0.156 6.150 3.581  -0.1066
C: 0.454 7.482 4.355  -0.0288
C: 0.509 8.999 3.767  -0.0761
N: -0.066 9.300 2.425  -0.0129
C: -0.637 8.140 1.684  -0.1107
C: -0.762 6.564 2.077  -0.0216
C: 0.209 4.622 5.828  -0.0978
N: 0.217 3.241 6.442  0.0361
C: -0.366 2.145 5.581  -0.2299
C: -0.281 0.710 6.416  -0.1031
C: 1.064 -0.254 6.371  -0.0034
C: 1.172 -1.673 7.232  -0.0370
C: -0.043 -2.204 8.198  -0.0317
C: -1.406 -1.247 8.254  -0.0401
C: -1.525 0.164 7.389  -0.0198
C: 0.288 2.006 4.085  -0.1833
C: -0.618 1.042 3.062  -0.0917
C: 0.022 0.460 1.632  -0.0076
C: -0.859 -0.466 0.566  -0.0100
C: -2.429 -0.860 0.948  -0.0322
C: -3.094 -0.340 2.358  -0.0367
C: -2.185 0.605 3.390  -0.0189
H: 4.284 5.355 5.433  0.0943
H: 4.552 5.545 3.575  0.0671
H: 2.921 6.190 4.436  0.0533
H: 2.635 3.377 5.256  0.0654
H: 2.383 2.561 2.488  0.0345
H: -0.121 3.386 2.301  0.1517
H: -1.381 4.364 4.235  0.1655
H: 0.915 7.313 5.439  0.0816
H: 0.985 9.905 4.381  0.1231
H: -1.100 8.410 0.615  0.1069
H: -1.265 5.747 1.371  0.1112
H: 1.303 5.067 6.000  0.1346
H: -0.520 5.321 6.444  0.1618
H: -0.397 3.297 7.310  0.1988
H: 1.156 2.917 6.791  0.1801
H: -1.520 2.406 5.440  0.1573
H: 1.981 0.089 5.717  0.0830
H: 2.180 -2.261 7.124  0.0917
H: -0.045 -3.192 8.825  0.0967
H: -2.292 -1.611 8.961  0.0996
H: -2.514 0.788 7.495  0.0867
H: 1.346 1.512 4.175  0.1213
H: 1.144 0.681 1.308  0.0833
H: -0.387 -0.870 -0.448  0.0779
H: -3.076 -1.509 0.198  0.0976
H: -4.220 -0.602 2.651  0.1047
H: -2.751 0.959 4.370  0.0751
C: -1.404 -5.674 -1.555  -0.0014
C: -1.990 -4.917 -0.379  -0.3506
C: -2.289 -5.787 0.804  -0.1087
O: -3.337 -5.081 1.445  0.0623
C: -3.979 -4.372 0.468  -0.5236
O: -5.045 -3.802 0.618  0.1210
O: -3.268 -4.392 -0.700  0.0713
H: -1.215 -4.989 -2.388  0.0931
H: -0.463 -6.161 -1.284  0.0981
H: -2.102 -6.432 -1.926  0.0773
H: -1.338 -4.079 -0.108  0.1542
H: -1.428 -5.891 1.472  0.1446
H: -2.655 -6.784 0.535  0.1431
C: 3.751 1.577 -2.991  -0.0143
C: 2.831 0.649 -2.224  -0.3536
C: 3.296 -0.775 -2.206  -0.1085
O: 2.084 -1.491 -2.047  0.0574
C: 1.100 -0.708 -2.587  -0.5214
O: -0.040 -1.082 -2.800  0.1199
O: 1.568 0.548 -2.859  0.0908
H: 3.357 2.599 -2.976  0.0881
H: 4.757 1.586 -2.560  0.0969
H: 3.819 1.286 -4.045  0.0964
H: 2.670 1.032 -1.209  0.1512
H: 3.977 -0.980 -1.375  0.1456
H: 3.768 -1.095 -3.141  0.1488
C: 0.981 9.725 -0.873  -0.0355
C: 1.988 9.740 -2.005  -0.3491
C: 1.385 10.059 -3.339  -0.1134
O: 2.273 9.417 -4.237  0.0694
C: 2.825 8.370 -3.552  -0.5011
O: 3.488 7.485 -4.063  0.1282
O: 2.531 8.448 -2.219  0.0805
H: 1.478 9.479 0.072  0.0738
H: 0.489 10.696 -0.765  0.1003
H: 0.217 8.956 -1.032  0.0709
H: 2.815 10.420 -1.765  0.1642
H: 1.350 11.135 -3.533  0.1467
H: 0.384 9.638 -3.480  0.1439
C: 6.451 5.405 -4.606  -0.0204
C: 7.112 4.266 -5.355  -0.3536
C: 6.247 3.668 -6.423  -0.1148
O: 6.740 2.343 -6.510  0.0631
C: 7.258 2.042 -5.280  -0.5114
O: 7.596 0.926 -4.928  0.1281
O: 7.342 3.160 -4.497  0.0783
H: 7.126 5.794 -3.836  0.0890
H: 6.184 6.223 -5.282  0.0941
H: 5.548 5.066 -4.086  0.0853
H: 8.080 4.590 -5.756  0.1626
H: 6.354 4.184 -7.382  0.1457
H: 5.186 3.627 -6.156  0.1409
C: -6.734 -7.119 -4.139  -0.0119
C: -5.869 -8.115 -3.393  -0.3471
C: -5.297 -7.576 -2.118  -0.1114
O: -4.116 -8.343 -1.963  0.0465
C: -3.727 -8.710 -3.222  -0.5098
O: -2.651 -9.215 -3.492  0.1224
O: -4.704 -8.432 -4.138  0.0917
H: -7.115 -7.566 -5.063  0.0918
H: -7.584 -6.798 -3.530  0.0939
H: -6.157 -6.236 -4.435  0.0921
H: -6.425 -9.045 -3.223  0.1447
H: -5.968 -7.723 -1.266  0.1482
H: -5.019 -6.518 -2.174  0.1360
C: -3.415 -13.213 -6.151  -0.0184
C: -4.001 -12.457 -4.976  -0.3508
C: -4.300 -13.326 -3.792  -0.1123
O: -5.348 -12.621 -3.151  0.0648
C: -5.990 -11.912 -4.129  -0.5027
O: -7.056 -11.341 -3.979  0.1242
O: -5.279 -11.932 -5.296  0.0900
H: -3.226 -12.529 -6.985  0.0895
H: -2.474 -13.700 -5.880  0.0922
H: -4.113 -13.971 -6.522  0.0923
H: -3.349 -11.618 -4.704  0.1509
H: -3.439 -13.430 -3.125  0.1454
H: -4.666 -14.323 -4.061  0.1425

---

Below is a structure of composition C49H65N2PPdS, with properties calculated with ωB97M-V/def2-TZVPD.

Calculated values
HOMO-LUMO gap (eV): 6.3
Charge: 0
M (g/mol): 851.53

Each line ends with the Löwdin charge.
Positions of all 119 atoms, in Å:
Pd: -0.034 -0.038 0.430  0.3931
C: 0.096 -0.859 -4.535  -0.0681
C: 1.348 -1.521 -3.956  -0.3883
C: 2.557 -1.270 -4.859  -0.0675
C: 1.619 -1.076 -2.535  -0.2181
C: 1.719 0.261 -2.196  -0.0032
C: 1.988 0.701 -0.894  -0.1730
C: 2.342 2.168 -0.703  -0.3652
C: 1.478 3.107 -1.545  -0.0625
C: 3.815 2.416 -1.050  -0.0435
C: 2.123 -0.247 0.166  -0.2447
C: 2.039 -1.631 -0.197  -0.1616
C: 1.787 -1.999 -1.515  -0.0014
C: 2.372 -2.733 0.794  -0.3774
C: 1.354 -3.876 0.767  -0.0792
C: 3.777 -3.293 0.543  -0.0494
C: 2.814 0.122 1.460  -0.1913
C: 4.211 0.101 1.443  -0.0510
C: 4.957 0.400 2.569  -0.0659
C: 4.308 0.713 3.752  -0.0739
C: 2.923 0.722 3.790  -0.0989
C: 2.150 0.439 2.660  -0.2606
P: 0.291 0.451 2.628  1.0771
C: -0.222 -0.848 3.914  -0.6618
C: -1.679 -0.604 4.329  -0.1008
C: 0.644 -0.985 5.169  -0.0896
C: -0.192 -2.198 3.187  -0.1194
C: -0.186 2.145 3.357  -0.5832
C: -1.694 2.370 3.141  -0.0976
C: 0.549 3.241 2.560  -0.2197
C: 0.125 2.423 4.832  -0.0781
H: -0.135 -1.262 -5.523  0.0757
H: 0.233 0.219 -4.642  0.0756
H: -0.767 -1.021 -3.885  0.0661
H: 1.166 -2.600 -3.923  0.1273
H: 2.779 -0.201 -4.910  0.0776
H: 2.371 -1.624 -5.876  0.0742
H: 3.445 -1.774 -4.474  0.0794
H: 1.625 1.013 -2.970  0.1092
H: 2.184 2.417 0.347  0.1033
H: 1.765 3.072 -2.599  0.0797
H: 1.600 4.139 -1.211  0.0788
H: 0.422 2.855 -1.476  0.0626
H: 4.020 2.107 -2.078  0.0844
H: 4.490 1.870 -0.392  0.0568
H: 4.052 3.480 -0.965  0.0797
H: 1.733 -3.057 -1.753  0.1149
H: 2.371 -2.291 1.791  0.1066
H: 1.493 -4.503 -0.116  0.0733
H: 0.332 -3.498 0.753  0.0651
H: 1.476 -4.519 1.642  0.0823
H: 3.845 -3.710 -0.464  0.0806
H: 4.005 -4.089 1.256  0.0806
H: 4.542 -2.522 0.641  0.0643
H: 4.710 -0.155 0.516  0.1184
H: 6.039 0.382 2.524  0.1055
H: 4.874 0.943 4.646  0.1029
H: 2.440 0.941 4.728  0.0757
H: -1.788 0.240 5.008  0.0605
H: -2.046 -1.491 4.852  0.0858
H: -2.316 -0.442 3.454  0.0594
H: 0.694 -0.075 5.764  0.0608
H: 1.660 -1.287 4.919  0.0748
H: 0.217 -1.769 5.802  0.0877
H: -0.730 -2.147 2.239  0.0475
H: -0.657 -2.959 3.820  0.0903
H: 0.829 -2.517 2.987  0.0567
H: -2.029 1.944 2.195  0.0370
H: -1.900 3.444 3.125  0.0979
H: -2.289 1.928 3.939  0.0639
H: -0.330 2.510 0.837  0.0569
H: 1.633 3.089 2.643  0.1102
H: 0.318 4.182 3.063  0.1180
H: -0.353 1.705 5.495  0.0590
H: -0.265 3.412 5.091  0.0901
H: 1.192 2.437 5.047  0.0679
N: -1.937 -0.540 -0.685  -0.4062
S: -3.183 -0.915 0.194  0.9926
C: -4.094 -2.217 -0.661  -0.3826
C: -5.414 -2.510 -0.342  -0.0804
C: -6.044 -3.573 -0.972  -0.0753
C: -5.358 -4.336 -1.908  -0.0813
C: -4.038 -4.041 -2.211  -0.0716
C: -3.397 -2.981 -1.582  -0.0822
C: -4.445 0.358 0.123  -0.4139
C: -4.835 0.935 1.320  -0.0971
C: -5.732 1.999 1.303  -0.0686
C: -6.226 2.465 0.096  -0.0719
C: -5.837 1.869 -1.101  -0.0704
C: -4.947 0.811 -1.090  -0.0783
H: -2.164 -0.326 -1.654  0.0045
H: -5.953 -1.909 0.380  0.1121
H: -7.074 -3.801 -0.734  0.1063
H: -5.856 -5.162 -2.400  0.1043
H: -3.499 -4.637 -2.937  0.1068
H: -2.363 -2.741 -1.797  0.0968
H: -4.427 0.571 2.255  0.0998
H: -6.035 2.464 2.232  0.1088
H: -6.919 3.296 0.082  0.1066
H: -6.230 2.236 -2.040  0.1088
H: -4.638 0.341 -2.017  0.1193
C: -2.234 3.291 -0.467  -0.0422
C: -1.483 4.560 -0.169  -0.2061
C: -1.923 5.761 -0.711  -0.0605
C: -1.254 6.951 -0.472  -0.0990
C: -0.088 6.923 0.273  -0.0641
C: 0.403 5.738 0.810  -0.2125
C: 1.779 5.725 1.428  -0.0446
C: -0.339 4.552 0.646  -0.2080
N: 0.127 3.350 1.178  0.0268
H: -2.978 3.469 -1.243  0.0768
H: -2.763 2.920 0.415  0.0645
H: -1.587 2.478 -0.809  0.0536
H: -2.811 5.755 -1.332  0.1043
H: -1.614 7.880 -0.895  0.0948
H: 0.487 7.832 0.411  0.1057
H: 1.773 5.721 2.519  0.0741
H: 2.337 6.606 1.109  0.0775
H: 2.329 4.837 1.106  0.0719

---

Below is a structure of composition C49H66AuN3P2SeSi at a distorted geometry, with properties calculated with ωB97M-V/def2-TZVPD.

Calculated values
HOMO-LUMO gap (eV): 6.7
Charge: +2
M (g/mol): 1063.05
ΔE to the lowest compared entry with this formula, charge and spin (kcal per mole): 10.3

Each line ends with the Löwdin charge.
Positions of all 123 atoms, in Å:
Au: -0.996 -1.623 0.109  0.5842
C: 1.238 3.682 0.295  -0.1309
Si: 0.224 2.102 0.409  0.7402
C: -1.642 2.424 0.469  -0.2203
C: -1.909 3.735 0.887  -0.0871
C: -3.178 4.188 1.209  -0.0411
C: -4.233 3.299 1.175  -0.0298
C: -4.011 2.002 0.736  -0.0701
C: -2.754 1.558 0.329  -0.3392
P: -2.726 -0.126 -0.384  0.9522
C: -4.276 -1.018 0.182  -0.4042
C: -4.176 -2.529 -0.111  -0.2447
C: -5.346 -3.266 0.540  -0.1691
C: -6.701 -2.780 -0.023  -0.1719
C: -6.523 -1.567 -0.935  -0.1963
C: -5.677 -0.493 -0.249  -0.2001
C: -2.729 0.088 -2.221  -0.4078
C: -2.208 -1.191 -2.918  -0.2262
C: -2.809 -1.357 -4.320  -0.1843
C: -2.904 -0.010 -5.033  -0.1777
C: -3.825 0.969 -4.276  -0.1655
C: -4.061 0.538 -2.821  -0.1962
C: 0.850 1.168 -1.082  -0.2601
C: 0.348 1.768 -2.250  -0.1314
C: 0.747 1.372 -3.511  -0.0615
C: 1.632 0.308 -3.633  -0.0434
C: 2.164 -0.268 -2.496  -0.1241
C: 1.847 0.195 -1.209  -0.3666
P: 2.908 -0.642 0.042  1.1571
C: 4.546 0.195 -0.355  -0.4384
C: 5.245 -0.399 -1.583  -0.2166
C: 6.695 0.092 -1.625  -0.1889
C: 6.738 1.619 -1.680  -0.1939
C: 5.968 2.236 -0.514  -0.1882
C: 4.525 1.719 -0.479  -0.2017
C: 2.638 0.108 1.758  -0.3871
C: 1.196 -0.065 2.232  -0.2866
C: 1.012 -0.647 3.669  -0.2689
C: 2.148 -0.414 4.699  -0.1008
C: 3.525 -0.160 4.079  -0.1574
C: 3.574 -0.708 2.664  -0.2130
H: 1.231 3.979 -0.755  0.0611
H: 2.280 3.496 0.559  0.0367
H: 0.887 4.533 0.874  0.0266
H: -1.088 4.435 0.969  0.0838
H: -3.325 5.215 1.514  0.1202
H: -5.223 3.604 1.485  0.1226
H: -4.849 1.323 0.727  0.0748
H: -4.186 -0.911 1.269  0.0640
H: -3.242 -2.926 0.290  0.0603
H: -4.185 -2.719 -1.186  0.1058
H: -5.299 -3.107 1.620  0.1156
H: -5.226 -4.336 0.372  0.1141
H: -7.367 -2.511 0.798  0.1147
H: -7.190 -3.579 -0.579  0.1138
H: -7.498 -1.141 -1.173  0.1238
H: -6.068 -1.869 -1.882  0.1034
H: -6.219 -0.189 0.650  0.1230
H: -5.612 0.376 -0.898  0.0768
H: -2.008 0.889 -2.380  0.0869
H: -2.444 -2.081 -2.328  0.0674
H: -1.117 -1.128 -2.990  0.0895
H: -3.801 -1.809 -4.257  0.1162
H: -2.185 -2.040 -4.898  0.1163
H: -3.275 -0.162 -6.045  0.1147
H: -1.898 0.409 -5.114  0.1007
H: -4.792 1.042 -4.773  0.1165
H: -3.384 1.969 -4.285  0.1123
H: -4.778 -0.283 -2.794  0.1011
H: -4.475 1.378 -2.259  0.1104
H: -0.363 2.586 -2.158  0.1094
H: 0.362 1.880 -4.385  0.1168
H: 1.925 -0.045 -4.613  0.1202
H: 2.866 -1.086 -2.588  0.0803
H: 5.175 -0.062 0.503  0.0976
H: 4.745 -0.067 -2.496  0.1028
H: 5.212 -1.492 -1.546  0.1054
H: 7.201 -0.325 -2.498  0.1158
H: 7.225 -0.263 -0.736  0.1182
H: 6.294 1.957 -2.621  0.1187
H: 7.774 1.961 -1.661  0.1155
H: 5.972 3.324 -0.598  0.1145
H: 6.462 1.978 0.428  0.1188
H: 4.008 2.008 -1.400  0.1226
H: 4.006 2.182 0.363  0.0781
H: 2.929 1.161 1.812  0.1098
H: 0.721 -0.787 1.559  0.0315
H: -0.611 0.771 2.121  -0.0309
H: 0.878 -1.721 3.540  0.1315
H: -0.574 -0.638 5.032  0.1339
H: 2.187 -1.302 5.331  0.1274
H: 1.882 0.424 5.342  0.1153
H: 4.301 -0.617 4.693  0.1234
H: 3.733 0.913 4.053  0.1216
H: 3.265 -1.758 2.649  0.1199
H: 4.595 -0.674 2.290  0.1048
Se: -1.725 -0.928 2.730  0.6242
N: 0.344 1.184 2.088  -0.0408
C: 0.323 1.981 3.323  -0.1463
C: 0.664 3.310 3.470  0.0052
C: 0.387 3.950 4.672  -0.0294
C: -0.242 3.270 5.704  -0.0312
C: -0.515 1.915 5.585  0.0222
C: -0.196 1.261 4.406  -0.2374
N: -0.262 -0.130 4.214  -0.1634
H: 1.156 3.861 2.686  0.0890
H: 0.647 4.993 4.790  0.1227
H: -0.499 3.786 6.619  0.1240
H: -0.950 1.359 6.406  0.1334
N: 0.004 -3.629 0.184  -0.0001
C: 1.247 -3.878 -0.522  -0.3368
C: 1.323 -3.607 -1.878  -0.0603
C: 2.492 -3.895 -2.566  -0.0791
C: 3.575 -4.454 -1.902  -0.0730
C: 3.497 -4.703 -0.540  -0.0675
C: 2.332 -4.413 0.152  -0.0548
H: 0.104 -3.914 1.154  0.0938
H: -0.720 -4.222 -0.216  0.1074
H: 0.466 -3.189 -2.396  0.1039
H: 2.549 -3.702 -3.629  0.1149
H: 4.474 -4.702 -2.451  0.1135
H: 4.336 -5.146 -0.020  0.1140
H: 2.267 -4.624 1.215  0.1139